No. 1
Here is 3 unconnected molecules or ions with the total composition C9H16BBrF2NO6 in a non-equilibrium geometry from the OMol25 dataset. Energies are from ωB97M-V/def2-TZVPD.

Properties
Molar mass   362.940 g/mol
Total charge   -1
HOMO-LUMO gap   0.223 Ha
LUMO   2.8 eV

Structure (XYZ):
```
36
Properties=species:S:1:pos:R:3:forces:R:3
N -2.0388 -0.1921 -0.0522 0.1 0.2 0.4
B -0.7979 -0.2674 -0.9685 -0.4 0.0 -0.3
C -0.6230 -1.6817 -1.8073 0.5 -0.9 -0.1
C -0.9616 -2.9763 -0.9968 0.4 0.5 -0.3
C -0.1386 -3.1408 0.3144 -1.7 -0.3 -0.3
Br 1.7693 -2.6949 0.1462 -0.5 -0.3 0.3
H -2.9016 -0.0475 -0.5610 -0.1 -0.3 0.2
H -2.1163 -0.9675 0.5975 -0.4 0.0 -0.1
H 0.2166 -0.0154 -0.3410 0.3 -0.1 0.4
H -0.9139 0.6351 -1.7597 -0.3 0.0 -0.3
H 0.4500 -1.7686 -2.1179 -0.7 0.0 0.0
H -1.2160 -1.7314 -2.7564 0.2 0.1 0.6
H -2.0266 -2.8838 -0.6785 0.6 -0.3 -0.1
H -0.8689 -3.8924 -1.6247 0.0 0.4 0.4
H -0.2592 -4.1891 0.6543 0.6 0.6 -0.1
H -0.6235 -2.5100 1.0822 0.9 0.0 -0.3
C 0.7195 -0.2759 3.5975 0.7 -0.2 -0.4
C 0.0488 0.6039 4.6119 -0.2 0.4 -0.3
O -1.3246 0.4007 4.3434 0.4 -0.3 0.3
C -1.4295 -0.8592 3.8343 -0.4 -0.4 -0.5
O -2.4456 -1.4611 3.7466 0.0 0.0 0.1
O -0.2198 -1.3420 3.4559 -0.2 0.4 0.4
F 0.3477 1.9157 4.4139 0.0 0.0 0.2
H 0.8536 0.2220 2.6337 -0.2 0.1 0.1
H 1.6846 -0.6480 3.9381 -0.1 -0.2 0.0
H 0.2602 0.3366 5.6511 0.0 0.2 0.0
C 1.8580 3.5622 -3.5836 0.5 0.4 -0.3
C 0.7125 3.4343 -2.6203 -0.6 -0.5 -0.1
O 0.6688 2.0489 -2.3527 1.1 1.0 -0.2
C 1.9475 1.5988 -2.5017 -0.2 -0.9 0.4
O 2.3538 0.5615 -2.1124 0.2 0.1 -0.2
O 2.7211 2.5150 -3.1633 -0.1 0.2 0.0
F -0.4607 3.8087 -3.2014 0.0 0.1 0.1
H 1.5494 3.3902 -4.6177 -0.2 0.0 0.1
H 2.3569 4.5292 -3.5202 0.1 -0.1 0.1
H 0.8475 3.9821 -1.6837 -0.2 0.1 -0.1
```
Positions in Å, forces in eV/Å.

---

No. 2
Here is 2 unconnected molecules or ions with the total composition C9H16Br2ClO6P in a non-equilibrium geometry from the OMol25 dataset. Energies are from ωB97M-V/def2-TZVPD.

Properties
Molar mass   446.456 g/mol
Total charge   0
HOMO-LUMO gap   0.404 Ha
SMILES   CC[C@@H](C)[C@]1(Cl)OC(=O)O[C@@H]1P(=O)(O)O.BrCCBr
LUMO   0.4 eV

Structure (XYZ):
```
35
Properties=species:S:1:pos:R:3:forces:R:3
C -1.5936 1.0331 1.4580 -0.3 -0.2 0.0
C -1.3637 2.2403 0.5375 -0.1 0.1 0.1
C -1.7940 2.0389 -0.9285 -0.1 0.2 0.1
C -2.1709 3.3983 -1.5488 0.0 -0.1 0.1
C -0.7910 1.2037 -1.7838 -0.3 -0.4 0.0
Cl -0.0406 2.1104 -3.1044 -0.1 0.0 0.0
O -1.5572 0.1096 -2.3892 0.3 0.2 0.2
C -1.3585 -1.0296 -1.6799 0.2 0.9 0.3
O -1.9288 -2.0423 -1.8427 -0.5 -0.8 -0.2
O -0.4204 -0.8240 -0.7136 0.4 0.1 -0.3
C 0.3109 0.3360 -1.1276 -0.1 0.1 -0.4
P 1.6337 0.9555 -0.0243 0.3 0.3 0.1
O 2.0692 2.2857 -0.4720 -0.1 -0.6 0.2
O 1.1711 0.8686 1.5091 0.7 0.2 -0.3
O 2.7152 -0.2060 -0.1465 -0.4 0.2 0.0
H -1.6250 1.3521 2.5087 0.1 -0.1 -0.2
H -2.5653 0.5700 1.2294 0.2 0.2 0.1
H -0.8245 0.2595 1.3732 -0.6 0.3 0.0
H -0.3258 2.6020 0.5613 -0.3 0.0 0.0
H -1.9705 3.0726 0.9238 0.2 -0.2 -0.1
H -2.7112 1.4319 -0.9175 0.2 0.1 0.0
H -1.3361 4.1066 -1.4786 -0.2 -0.2 -0.1
H -2.4755 3.3120 -2.5957 0.1 0.0 0.2
H -3.0175 3.8116 -0.9860 0.2 -0.1 -0.1
H 0.9408 0.0440 -1.9881 -0.1 0.0 0.2
H 1.2884 1.7344 1.9311 -0.1 -0.2 0.0
H 2.5092 -0.9885 0.3978 0.1 0.1 0.0
Br 0.9253 -2.4286 1.8780 0.0 0.0 0.1
C 1.4350 -4.1564 1.1472 -0.1 0.0 0.0
C 2.7662 -4.6098 1.6835 0.1 0.0 0.0
Br 4.2214 -3.5627 0.9321 0.0 0.0 0.0
H 1.4539 -4.0362 0.0681 0.0 0.0 0.0
H 0.6427 -4.8483 1.4225 0.0 0.0 0.1
H 2.9558 -5.6436 1.4044 0.0 0.0 0.0
H 2.8312 -4.5010 2.7616 0.0 0.0 0.0
```
Positions in Å, forces in eV/Å.

---

No. 3
Here is a gas-phase ion, C9H16BrF3N6O4PS (charge +1) in a non-equilibrium geometry from the OMol25 dataset. Energies are from ωB97M-V/def2-TZVPD.

Properties
Molar mass   472.204 g/mol
Total charge   +1
HOMO-LUMO gap   0.270 Ha
SMILES   NCCN(c1nc(CC(=O)Br)n(C[C@@H](O)C(F)(F)F)[n+]1N)P(O)(O)=S
LUMO   -4.3 eV

Structure (XYZ):
```
41
Properties=species:S:1:pos:R:3:forces:R:3
N 2.4316 -3.3474 -2.1129 -1.4 -0.6 2.0
C 0.9628 -3.0176 -2.3223 -0.3 -0.9 -1.6
C 0.7658 -1.5333 -3.0369 2.0 -0.6 0.9
N -0.3700 -0.8529 -2.3100 -0.9 -0.5 -0.5
C -0.3259 -0.2573 -1.0762 -0.5 0.8 1.8
N -1.5924 0.3708 -0.5381 6.7 -0.2 4.1
C -1.1213 0.8675 0.8107 1.7 -2.7 -4.7
C -2.1727 1.6557 1.7907 -0.2 -0.4 -0.6
C -3.5237 0.6750 1.8892 -5.3 0.6 -5.2
O -4.5461 0.7396 1.0011 7.6 -0.2 6.4
Br -3.6106 -0.6858 3.3520 0.4 1.4 -1.4
N 0.3376 0.4958 0.9558 -4.3 2.5 2.1
C 0.9780 0.8811 2.2696 1.5 -0.4 1.1
C 1.4757 2.4396 2.3741 0.3 1.1 1.0
O 0.5422 3.4329 1.8208 2.7 -0.5 0.0
C 1.6148 2.7622 4.0094 0.4 0.1 2.6
F 0.2912 2.7429 4.7079 4.3 0.1 -2.4
F 2.4367 1.6982 4.6983 -2.6 3.4 -2.3
F 2.2664 4.0652 4.2885 -2.3 -4.5 -1.0
N 0.8805 -0.1619 -0.1721 -6.5 1.3 -0.8
N 2.1880 -0.6005 -0.2860 1.7 1.0 -1.3
P -1.9868 -0.8595 -3.1407 -4.0 1.0 -2.4
O -1.9481 -1.8008 -4.6469 0.1 0.6 3.2
O -3.2289 -1.6609 -2.1559 5.0 0.6 -0.2
S -2.5483 0.9494 -3.6958 0.8 -1.7 0.9
H 2.6132 -3.0807 -1.0994 0.0 -0.3 -1.8
H 2.5476 -4.4038 -2.1025 -0.3 1.8 -0.2
H 0.5478 -3.8063 -3.1079 0.7 1.7 1.7
H 0.3057 -3.1202 -1.3591 1.2 0.5 -1.7
H 0.6180 -1.6615 -4.1907 -0.3 0.5 2.4
H 1.7304 -0.8456 -2.9067 -2.1 -1.7 -0.3
H -2.5313 2.6446 1.2281 0.9 -2.3 1.1
H -1.7262 1.9262 2.8380 -0.9 -0.7 -2.1
H 0.2603 0.6645 3.1986 1.3 0.3 -2.4
H 1.9403 0.2067 2.4718 -2.1 1.5 -0.5
H 2.5385 2.6399 1.9272 -1.9 -0.7 0.9
H 1.1368 4.1871 1.4800 -1.5 -1.6 0.8
H 2.6152 -0.0391 -1.0806 -0.5 -0.9 1.3
H 2.7782 -0.3596 0.5395 -1.1 -0.3 -0.5
H -2.8835 -1.9792 -4.9639 1.3 0.5 0.9
H -2.6877 -1.9708 -1.3470 -1.6 0.4 -1.4
```
Positions in Å, forces in eV/Å.

---

No. 4
Here is 2 unconnected molecules or ions with the total composition C9H16BrOP in a non-equilibrium geometry from the OMol25 dataset. Energies are from ωB97M-V/def2-TZVPD.

Properties
Molar mass   251.104 g/mol
Total charge   0
HOMO-LUMO gap (alpha / beta)   0.296 / 0.296 Ha
Energy relative to the best compared isomer or geometry (same formula, charge and spin)   282.7 kJ/mol
LUMO (alpha / beta)   -0.5 / -0.5 eV

Structure (XYZ):
```
28
Properties=species:S:1:pos:R:3:forces:R:3
C 1.7288 1.5745 1.2295 2.4 -1.7 -1.8
C -0.3815 1.7051 2.1496 -1.0 -1.3 2.9
C 1.0742 0.8342 -0.0398 0.4 1.5 1.9
C -1.0048 0.9357 0.9802 0.6 0.1 -1.1
C 0.9090 -0.4843 1.8568 -1.6 -1.8 0.3
C 0.9234 0.9190 2.4012 0.8 1.7 -4.3
C 0.0700 -0.0957 0.6079 0.8 -0.1 -1.6
C -1.4645 -1.9471 -3.3861 -4.6 -0.3 -0.3
C -0.9070 -0.6192 -2.9035 -3.4 -2.5 3.7
O -1.5150 -2.3185 0.2575 0.9 0.5 -1.3
P -0.4580 -1.5408 -0.4736 -1.2 1.8 -0.2
Br 1.4115 -2.6670 -0.7925 0.1 -0.2 -0.1
H 2.8759 1.3274 1.1406 -2.0 0.4 0.8
H 1.6290 2.6074 0.9360 0.0 0.6 1.1
H -0.0820 2.7388 2.0500 -0.4 0.2 -0.5
H -1.0161 1.6831 3.0960 0.3 -0.1 -1.3
H 0.7992 1.6613 -0.6685 -0.9 -0.3 -0.8
H 1.8602 0.3302 -0.4302 2.2 -1.7 -1.8
H -1.8930 0.4462 1.1817 -2.0 -0.8 1.1
H -1.2042 1.4947 0.0469 0.1 0.2 0.7
H 1.9266 -0.9165 1.5458 -1.5 0.8 0.6
H 0.3776 -1.2312 2.5224 0.6 0.7 -0.7
H 1.4216 1.0203 3.2616 1.4 0.6 3.6
H -2.4002 -2.3283 -2.8048 1.7 0.9 -0.1
H -2.0215 -2.0018 -4.3784 1.0 1.1 0.4
H -0.9031 -2.8323 -3.4724 1.7 -0.6 0.3
H -1.7306 0.1063 -2.5064 2.1 -1.0 -1.3
H -0.0253 -0.4015 -3.4077 1.6 1.3 -0.2
```
Positions in Å, forces in eV/Å.

---

No. 5
Here is 2 unconnected molecules or ions with the total composition C9H16F2N3O in a non-equilibrium geometry from the OMol25 dataset. Energies are from ωB97M-V/def2-TZVPD.

Properties
Molar mass   220.243 g/mol
Total charge   +1
HOMO-LUMO gap   0.300 Ha
Energy relative to the best compared isomer or geometry (same formula, charge and spin)   25.5 kJ/mol
LUMO   -3.7 eV

Structure (XYZ):
```
31
Properties=species:S:1:pos:R:3:forces:R:3
C -3.8266 0.0937 -0.6758 0.1 0.0 0.0
C 0.0200 -0.0745 1.3679 -2.2 -0.2 0.1
C 2.5551 -0.6307 -0.7913 -1.1 2.1 2.1
C 3.5465 -0.0974 1.4597 -1.5 -1.1 0.3
C 1.4306 -1.3290 0.0032 -1.3 -0.8 -1.9
C 2.1921 -0.6642 2.2097 2.7 1.2 -0.5
C 3.1374 0.5413 0.1142 0.8 -0.2 -2.0
C -3.6621 1.8192 -2.4282 -0.5 3.6 1.9
C -3.3958 -1.0109 0.2191 1.8 0.1 -0.1
N -3.3316 0.5654 -1.7863 2.2 -2.0 0.3
N 1.1320 -0.7059 1.2654 0.0 0.7 -0.3
N -1.1065 0.2219 1.3686 0.7 0.8 0.0
O 2.1602 1.6217 0.2559 -0.6 -3.5 -0.9
F -4.7328 0.7682 -0.0748 -1.0 0.9 0.0
F -2.6621 -1.9402 -0.4506 0.6 -0.6 -1.0
H 3.3816 -1.2282 -1.0519 0.8 -1.0 -0.2
H 2.0806 -0.2549 -1.6739 0.2 0.5 -0.6
H 4.0637 0.5632 2.1216 0.1 0.8 0.4
H 4.2226 -0.9614 1.3871 -0.1 0.3 -0.7
H 0.4610 -1.3402 -0.6497 1.7 -0.1 1.4
H 1.6488 -2.3559 0.2661 0.2 -0.5 -0.3
H 2.3233 -1.7133 2.4558 0.5 0.1 0.9
H 2.0643 0.0453 3.0460 -0.7 -0.9 -0.3
H 4.0217 0.9614 -0.5173 -1.2 -0.7 1.5
H -3.8108 1.8381 -3.5215 -0.5 -0.8 0.8
H -2.9100 2.6809 -2.2639 -0.3 -1.9 0.0
H -4.4764 2.2459 -1.7381 0.5 -0.6 -2.0
H -4.1564 -1.5794 0.7748 -0.1 1.0 -0.1
H -2.4676 0.0400 -2.0941 -1.4 0.6 0.2
H -2.5529 -0.4452 0.8320 -1.6 -0.5 0.1
H 2.6500 2.3250 0.5700 1.4 2.6 1.0
```
Positions in Å, forces in eV/Å.

---

No. 6
Here is a molecular structure, C9H16GeNO4S2SeV from the OMol25 dataset. Energies are from ωB97M-V/def2-TZVPD.

Properties
<S²>   0.929
Molar mass   468.878 g/mol
Total charge   -1
HOMO-LUMO gap (alpha / beta)   0.271 / 0.285 Ha
2S+1   2
Energy relative to the best compared isomer or geometry (same formula, charge and spin)   3.5 kJ/mol
LUMO (alpha / beta)   2.3 / 2.5 eV

Structure (XYZ):
```
35
Properties=species:S:1:pos:R:3:forces:R:3
V -0.2902 0.2706 -0.5588 0.6 0.4 0.4
O -1.7218 -2.5887 -0.4501 -0.1 -0.2 0.1
S -0.9045 -1.9815 0.5855 -0.2 0.3 0.0
O -0.7293 -2.7525 1.7811 0.1 0.0 0.0
O 0.4270 -1.5490 -0.0524 -0.1 0.0 -0.5
O -1.4130 -0.5589 0.8830 -0.1 0.0 -0.2
C -1.9699 2.8486 1.8338 0.0 0.0 0.0
Ge -0.1196 2.2861 2.1724 -0.1 0.0 0.1
C -0.0660 0.9552 3.6129 0.0 0.1 0.0
C 0.8390 3.8867 2.8480 0.0 -0.1 0.0
C 0.7444 1.6579 0.5462 -0.3 -0.1 0.0
H -2.3545 3.4132 2.6864 0.0 0.0 0.0
H -2.6094 1.9830 1.6610 0.0 0.0 0.0
H -2.0139 3.4770 0.9433 0.0 0.0 0.0
H -0.6028 1.3339 4.4860 0.0 0.0 0.0
H 0.9666 0.7592 3.9089 0.0 0.0 0.0
H -0.5212 0.0179 3.2964 0.0 0.0 0.0
H 0.3538 4.2824 3.7433 0.0 0.0 0.0
H 0.8579 4.6740 2.0917 0.0 0.0 0.0
H 1.8718 3.6370 3.0998 0.0 0.0 0.0
H 1.6725 1.1274 0.7913 0.0 0.0 0.0
H 0.9841 2.5120 -0.0916 0.1 0.0 0.0
Se -1.6691 1.3755 -1.9157 0.1 -0.4 0.2
S 1.7207 0.1441 -2.2996 -0.3 0.0 0.3
C 1.1858 -1.3677 -2.8543 0.0 -0.1 0.0
N -0.1447 -1.6257 -2.9573 0.1 0.0 0.0
C -0.6737 -2.8352 -3.2196 -0.1 0.0 0.0
C 0.1361 -3.8906 -3.5100 -0.1 0.0 0.0
C 1.5233 -3.6720 -3.4927 0.1 0.0 0.0
C 2.0396 -2.4461 -3.1732 0.0 0.0 -0.1
H -0.7818 -0.8524 -2.7188 0.0 0.0 -0.1
H -1.7501 -2.8894 -3.1634 0.0 0.0 0.0
H -0.2893 -4.8611 -3.7122 0.0 0.0 0.0
H 2.1986 -4.4933 -3.6996 0.0 0.0 0.0
H 3.1034 -2.2777 -3.1015 0.0 0.0 0.0
```
Positions in Å, forces in eV/Å.

---

> total charge of number 5 (C9H16F2N3O)?

+1